Record 1
Formula: C53H43BiBrN7OPS
Source: the Open Molecules 2025 dataset
Level of theory: ωB97M-V/def2-TZVPD

Cartesian coordinates (Å):
Bi  1.83527  1.73820  1.20050
C  2.65033  -2.20729  4.27797
C  2.15619  -0.93785  3.54512
N  2.80406  -0.29537  2.64886
N  3.94326  -0.92448  2.14300
C  4.86027  -0.17009  1.48879
N  5.71407  -0.79460  0.72092
S  4.89478  1.52982  1.57233
C  0.94190  -0.31885  4.06149
C  0.51772  -0.59410  5.35182
C  -0.68614  -0.04555  5.82692
C  -1.46271  0.74487  4.99665
C  -1.03973  0.82913  3.60831
N  0.16473  0.35654  3.17592
H  1.89730  -2.91353  4.56625
H  3.31870  -2.77163  3.58673
H  3.17292  -1.86854  5.14012
H  4.06841  -1.93766  2.26530
H  5.80831  -1.79613  0.72305
H  6.50964  -0.37272  0.28496
H  1.09442  -1.17553  6.01601
H  -0.90994  -0.18756  6.88500
H  -2.29872  1.37618  5.34434
H  -1.74069  1.34020  2.93408
C  0.51029  -0.26819  -2.70829
C  0.78239  0.77195  -3.61566
C  1.43833  1.88387  -3.17332
C  2.21323  1.77949  -1.96127
N  2.02166  0.73906  -1.10430
C  1.13790  -0.25814  -1.46214
C  2.86514  3.00262  -1.47899
C  3.41800  3.90300  -2.44225
C  4.02369  5.04057  -1.99620
C  4.10033  5.29700  -0.58834
C  3.37910  4.52752  0.29872
C  2.83053  3.29512  -0.11027
H  -0.17853  -1.13560  -2.96033
H  0.36114  0.78087  -4.63140
H  1.46929  2.82561  -3.69257
H  0.97821  -1.10896  -0.84835
H  3.23627  3.55898  -3.47500
H  4.54825  5.71450  -2.70953
H  4.63278  6.15410  -0.21608
H  3.40592  4.86507  1.34477
Br  2.06132  3.73994  4.06586
C  0.93521  4.98396  3.19604
C  1.04960  6.30462  3.61486
C  0.44511  7.37567  2.92479
C  -0.30410  7.10617  1.72135
C  -0.47555  5.77302  1.26450
C  -1.35314  5.44508  0.08949
C  -1.55186  4.15929  -0.24585
C  -0.84487  3.11168  0.50143
C  0.07097  3.41143  1.41888
C  0.13490  4.68268  2.00758
H  1.69062  6.54272  4.51059
H  0.64622  8.36094  3.17067
H  -0.40215  7.91343  0.92503
H  -1.70882  6.37086  -0.41274
H  -2.16769  3.91960  -1.16643
H  -1.18062  2.05584  0.40436
N  6.15168  -8.47085  -0.06396
C  5.71717  -7.52867  -0.51711
C  5.27885  -6.30879  -1.15306
C  6.12451  -5.48858  -1.84464
C  5.58995  -4.30884  -2.37150
N  4.29704  -3.95464  -2.31780
C  3.49820  -4.81651  -1.69849
C  3.89894  -5.98691  -1.03472
H  7.18547  -5.55223  -1.84359
H  6.21163  -3.62830  -2.93500
H  2.47186  -4.53727  -1.52094
H  3.20062  -6.61679  -0.54692
O  -1.89197  -0.79661  -1.08619
P  -3.22938  -1.42398  -1.40012
C  -4.29956  -0.62352  -2.59346
C  -4.86573  -1.27065  -3.67613
C  -5.74304  -0.58684  -4.49547
C  -5.96024  0.78411  -4.39294
C  -5.51703  1.42618  -3.21634
C  -4.60181  0.75508  -2.44607
C  -3.04542  -3.17497  -1.88490
C  -1.73627  -3.65824  -2.14460
C  -1.63095  -4.92837  -2.72504
C  -2.73882  -5.71101  -3.07890
C  -3.99010  -5.17919  -2.81247
C  -4.16854  -3.96767  -2.11693
C  -4.28779  -1.37520  0.07643
C  -5.68685  -1.28123  0.04392
C  -6.44843  -1.16090  1.16871
C  -5.82885  -1.06418  2.42515
C  -4.41789  -1.15985  2.46937
C  -3.63550  -1.37068  1.30183
H  -4.61558  -2.23022  -4.09326
H  -6.18806  -1.07386  -5.34936
H  -6.64285  1.26057  -5.09186
H  -5.86276  2.43850  -2.94907
H  -4.06798  1.31401  -1.73639
H  -0.76821  -3.16034  -1.94906
H  -0.64926  -5.33475  -2.90515
H  -2.76040  -6.73741  -3.44518
H  -4.92330  -5.64820  -3.25062
H  -5.17529  -3.60367  -1.92813
H  -6.21047  -1.21132  -0.92399
H  -7.51439  -1.00386  1.15839
H  -6.52151  -0.83060  3.26359
H  -3.91559  -1.14965  3.42671
H  -2.51960  -1.29197  1.38119

LUMO energy ... -2.8 eV
Total energy ... -6031.79512 a.u.
Relative energy (zero: lowest compared OMol25 entry of this formula, charge and spin) ... 2.607 eV
Frontier orbital gap ... 0.246 Eh
Net charge ... +1

Record 2
Formula: C53H43Br2Cl4N2O5SeSiSn
Source: the Open Molecules 2025 dataset
Level of theory: ωB97M-V/def2-TZVPD

Cartesian coordinates (Å):
Sn  0.34915  1.40843  0.24869
Cl  2.50128  3.34425  6.92046
C  1.68686  2.69089  5.54840
C  0.99718  1.44488  5.67767
Cl  1.00483  0.64245  7.20066
C  0.33425  0.89272  4.61214
Cl  -0.52748  -0.59139  4.75636
C  0.31035  1.54286  3.34450
O  -0.33445  1.09042  2.35078
C  1.04065  2.80850  3.19202
O  1.05695  3.35738  2.08077
C  1.71187  3.34551  4.35439
Cl  2.54178  4.83215  4.13569
Br  -6.64076  3.74547  1.52225
C  -4.87211  3.26705  1.04700
C  -4.61007  2.00766  0.54823
C  -3.29010  1.72024  0.22597
N  -2.29954  2.58828  0.36239
C  -2.57028  3.80601  0.82963
C  -3.85449  4.19139  1.19836
C  -1.40937  4.74059  0.93094
C  -1.38902  5.78478  1.85006
C  -0.26347  6.58617  1.87796
Br  -0.16292  8.01402  3.11468
C  0.79098  6.34390  1.02031
C  0.66310  5.27362  0.14653
N  -0.40695  4.49708  0.09563
H  -5.38194  1.26408  0.41724
H  -3.01776  0.74609  -0.15522
H  -4.06542  5.18636  1.56177
H  -2.19895  5.94919  2.54570
H  1.68776  6.94506  1.03972
H  1.46647  5.02162  -0.53677
C  1.01819  -0.12517  -8.07070
C  0.74695  0.45759  -6.70945
C  -0.54629  0.55981  -6.21700
C  -0.81338  1.09246  -4.96051
C  -2.23120  1.10950  -4.46564
C  0.25218  1.58184  -4.18171
Se  -0.14020  2.48149  -2.55515
C  1.57406  1.44560  -4.64632
C  2.77599  1.85620  -3.84007
C  1.79093  0.89135  -5.90417
H  0.09286  -0.42111  -8.56457
H  1.66022  -1.00601  -8.00314
H  1.52647  0.59684  -8.71307
H  -1.37250  0.19305  -6.81762
H  -2.88457  0.60840  -5.18081
H  -2.59545  2.12588  -4.30899
H  -2.30603  0.60162  -3.50174
H  2.53079  2.08579  -2.80686
H  3.24580  2.74156  -4.27658
H  3.51709  1.05545  -3.84509
H  2.81255  0.79001  -6.25892
C  3.23892  -4.03076  4.38059
C  3.22771  -2.86121  3.43381
C  2.97841  -3.03690  2.07971
C  3.01360  -1.97073  1.18751
C  2.74601  -2.18865  -0.27596
C  3.32423  -0.70326  1.67085
C  3.58306  -0.49992  3.02740
C  3.98118  0.85858  3.54375
C  3.50949  -1.58078  3.89484
C  3.48621  0.45881  0.73154
O  4.61023  0.83528  0.45653
O  2.41407  1.03071  0.25194
H  2.76350  -4.90233  3.93274
H  2.71417  -3.79605  5.30891
H  4.26282  -4.30649  4.64452
H  2.73723  -4.02618  1.70699
H  2.76414  -3.25091  -0.51998
H  3.48472  -1.67602  -0.89563
H  1.76988  -1.79318  -0.55381
H  3.49157  1.66444  2.99362
H  5.05411  1.01713  3.42203
H  3.73472  0.95811  4.60174
H  3.70117  -1.42244  4.95201
O  -0.43239  -0.40776  -0.04034
Si  -1.08035  -1.85523  -0.29470
C  -0.49556  -3.10589  0.97339
C  -0.47378  -2.71104  2.31386
C  -0.20958  -3.61429  3.33061
C  0.05142  -4.94296  3.02287
C  0.08471  -5.34676  1.69688
C  -0.18211  -4.43346  0.68368
C  -0.73267  -2.47571  -2.02895
C  -1.22419  -3.69002  -2.51969
C  -0.93805  -4.11557  -3.80738
C  -0.14851  -3.32825  -4.63863
C  0.34398  -2.11812  -4.17684
C  0.05028  -1.70022  -2.88529
C  -2.96651  -1.80468  -0.08941
C  -3.53080  -1.56158  1.16912
C  -4.90306  -1.51418  1.35499
C  -5.75773  -1.70514  0.27557
C  -5.22528  -1.93309  -0.98327
C  -3.84591  -1.98202  -1.15829
H  -0.63903  -1.67034  2.56684
H  -0.19476  -3.27805  4.36075
H  0.25214  -5.65492  3.81482
H  0.32134  -6.37469  1.44741
H  -0.14040  -4.76695  -0.34625
H  -1.85895  -4.30850  -1.89316
H  -1.32876  -5.06096  -4.16393
H  0.07890  -3.65818  -5.64503
H  0.94927  -1.49222  -4.82093
H  0.44240  -0.75255  -2.53054
H  -2.88712  -1.39943  2.02707
H  -5.30738  -1.32510  2.34212
H  -6.83138  -1.67065  0.41706
H  -5.88128  -2.07415  -1.83373
H  -3.45285  -2.15442  -2.15316

LUMO energy (spin up / spin down) ... 0.9 / 0.3 eV
Total energy ... -12425.46189 a.u.
Relative energy (zero: lowest compared OMol25 entry of this formula, charge and spin) ... 2.584 eV
Frontier orbital gap (spin up / spin down) ... 0.226 / 0.178 Eh
Net charge ... -1

Record 3
Formula: C53H43IN4OPRhS
Source: the Open Molecules 2025 dataset
Level of theory: ωB97M-V/def2-TZVPD

Cartesian coordinates (Å):
Rh  0.78543  -1.98322  0.04354
C  -5.17739  -0.81550  0.08832
C  -4.37636  -1.65976  0.96194
C  -3.16111  -2.19512  0.79545
C  -2.20420  -1.99572  -0.34524
C  -3.99128  -1.11550  -2.12324
C  -5.00044  -0.56373  -1.21710
N  -1.03359  -2.88774  -0.28819
C  -1.17917  -4.17178  0.15421
C  -2.35097  -4.93793  0.04365
C  -2.33687  -6.24222  0.48233
C  -1.19040  -6.83700  1.04034
C  -0.04078  -6.10617  1.16403
C  -0.05735  -4.76880  0.73909
N  1.03174  -3.91780  0.75644
N  2.14784  -4.37087  1.10339
C  3.20806  -3.52832  0.78832
C  4.50095  -3.89437  1.11159
C  5.53955  -3.09331  0.66240
C  5.24927  -1.97033  -0.09721
C  3.92469  -1.66416  -0.35924
N  2.92304  -2.41806  0.08401
H  -6.05916  -0.39216  0.55364
H  -4.84207  -1.86864  1.92004
H  -2.76592  -2.79850  1.60549
H  -3.98470  -0.72087  -3.13180
H  -5.72658  0.07906  -1.70306
H  -3.24225  -4.51751  -0.39875
H  -3.23852  -6.83387  0.38587
H  -1.22176  -7.86934  1.35766
H  0.86488  -6.52573  1.57766
H  4.66689  -4.79574  1.68351
H  6.56467  -3.35430  0.88816
H  6.03312  -1.33988  -0.49148
H  3.62847  -0.80264  -0.94087
I  1.50612  -0.65138  2.81144
C  -0.39620  -0.61276  3.68385
C  -0.42087  -0.97561  5.00308
C  -1.55129  -0.72932  5.80059
C  -2.59060  -0.02614  5.27302
C  -2.59102  0.35491  3.90947
C  -3.65611  1.15392  3.42638
C  -3.70201  1.55156  2.12651
C  -2.74050  1.04931  1.23554
C  -1.69929  0.24305  1.64343
P  -1.03815  -0.63751  0.18928
C  -2.80689  -1.96694  -1.75323
C  -4.05028  -2.71673  -2.11348
C  -4.11800  -3.47598  -3.36395
C  -3.11647  -3.46024  -4.24891
C  -1.91389  -2.70407  -3.95773
C  -1.75933  -2.02327  -2.82039
C  -0.63849  0.68893  -0.98156
C  -1.46726  1.16797  -1.91111
C  -1.30666  2.27168  -2.86746
C  -0.48202  3.31699  -2.81458
C  0.55700  3.55961  -1.74810
C  0.81602  0.91285  -0.68669
C  -1.52408  -0.02813  3.04306
H  0.45905  -1.41344  5.45527
H  -1.55369  -1.03837  6.83671
H  -3.43306  0.26254  5.88863
H  -4.42427  1.45916  4.12663
H  -4.49739  2.18473  1.75822
H  -2.89091  1.25471  0.18396
H  -4.76698  -2.97923  -1.34749
H  -5.00220  -4.07961  -3.52479
H  -3.17786  -4.02154  -5.17100
H  -1.11573  -2.70170  -4.68959
H  -0.84366  -1.47063  -2.65066
H  -2.43848  0.68996  -1.97834
H  -2.01584  2.24835  -3.68672
H  -0.55189  4.06795  -3.59263
H  1.23359  4.35724  -2.06334
H  0.94760  1.35771  0.31183
O  1.46462  -0.28804  -0.83144
S  1.62816  2.07951  -1.83990
C  3.16236  2.45236  -0.93578
C  4.05545  3.29491  -1.80695
C  4.49883  4.52983  -1.34755
C  5.33768  5.30530  -2.13679
C  5.72858  4.85366  -3.38801
C  5.28954  3.61889  -3.84971
C  4.45696  2.84055  -3.06205
C  -0.09435  3.92128  -0.39829
C  0.84986  4.20236  0.74294
C  0.85126  3.39662  1.87784
C  1.72531  3.65124  2.92707
C  2.59451  4.73073  2.85835
C  2.57405  5.56126  1.74470
C  1.70700  5.29852  0.69467
H  3.57280  1.45797  -0.74453
H  2.91629  2.92549  0.01270
H  4.20444  4.87417  -0.36459
H  5.68778  6.26147  -1.77110
H  6.38031  5.45955  -4.00307
H  5.60143  3.26083  -4.82165
H  4.12427  1.87434  -3.42721
H  -0.81186  3.15032  -0.11643
H  -0.68593  4.81506  -0.61480
H  0.14933  2.57065  1.95489
H  1.71623  3.01452  3.80264
H  3.26812  4.94025  3.67850
H  3.22921  6.42217  1.70026
H  1.69209  5.96127  -0.16475

LUMO energy ... -6.3 eV
Total energy ... -3486.84141 a.u.
Relative energy (zero: lowest compared OMol25 entry of this formula, charge and spin) ... 5.912 eV
Frontier orbital gap ... 0.214 Eh
Net charge ... +2

Record 4
Formula: C53H44N4O4P2RuS4
Source: the Open Molecules 2025 dataset
Level of theory: ωB97M-V/def2-TZVPD

Cartesian coordinates (Å):
Ru  -0.42308  -0.34069  1.32240
S  -0.77807  -2.78741  2.11835
P  0.54927  -3.03669  0.66620
C  0.99814  -1.50100  0.11535
P  0.71077  -0.72825  -1.34875
S  -0.75815  0.56298  -1.00829
C  0.45216  -1.77709  -2.81429
C  1.49994  -2.16366  -3.64425
C  1.26647  -3.01644  -4.71458
C  -0.01619  -3.48634  -4.95657
C  -1.06369  -3.10467  -4.12975
C  -0.83618  -2.24767  -3.06354
C  2.17778  0.24796  -1.85722
C  2.10785  1.06889  -2.98305
C  3.19523  1.83618  -3.35909
C  4.36121  1.81424  -2.59788
C  4.42928  1.01615  -1.46877
C  3.34144  0.22850  -1.10568
C  2.02262  -3.93026  1.30180
C  3.29216  -3.62293  0.83009
C  4.40185  -4.33138  1.27160
C  4.24611  -5.35707  2.19198
C  2.97736  -5.67041  2.66688
C  1.87348  -4.96197  2.22297
C  -0.01035  -4.25126  -0.57863
C  0.86992  -4.77119  -1.52429
C  0.42560  -5.67911  -2.46828
C  -0.90350  -6.08602  -2.46993
C  -1.78532  -5.56974  -1.53363
C  -1.34166  -4.65095  -0.59048
H  2.50424  -1.80052  -3.46007
H  2.08700  -3.31065  -5.35777
H  -0.20020  -4.15401  -5.79015
H  -2.06487  -3.47559  -4.31026
H  -1.64860  -1.94490  -2.41650
H  1.19199  1.10756  -3.56344
H  3.13338  2.46367  -4.24047
H  5.20710  2.42709  -2.88426
H  5.32546  1.00571  -0.86026
H  3.37019  -0.38931  -0.21624
H  3.40169  -2.80869  0.11985
H  5.38595  -4.07703  0.89713
H  5.10838  -5.90874  2.54476
H  2.84976  -6.46750  3.38864
H  0.88693  -5.19716  2.60644
H  1.90945  -4.46282  -1.53018
H  1.11470  -6.06674  -3.20845
H  -1.24950  -6.79952  -3.20822
H  -2.82600  -5.86899  -1.53937
H  -2.03181  -4.21259  0.11949
C  3.00799  6.71219  -2.20598
C  2.18137  5.95564  -1.20224
C  1.79768  6.53669  0.00017
C  1.02959  5.83445  0.91864
C  0.63086  4.53826  0.63240
C  1.00822  3.93714  -0.56080
C  1.77854  4.64843  -1.46549
S  -0.36692  3.65467  1.81745
O  -1.73386  3.72357  1.36161
O  -0.05123  4.26285  3.09502
N  0.08292  2.14043  1.72565
C  1.30815  1.71168  2.08500
C  2.43015  2.45555  2.50205
C  3.59386  1.78568  2.79161
C  3.65757  0.39099  2.69416
C  2.53190  -0.27783  2.26886
N  1.39137  0.35427  1.97971
H  3.43354  7.61606  -1.76976
H  2.40487  7.01128  -3.06624
H  3.82762  6.09788  -2.58192
H  2.11149  7.54930  0.22869
H  0.74829  6.27734  1.86453
H  0.70244  2.91856  -0.77390
H  2.08280  4.17011  -2.38836
H  2.35710  3.52838  2.60048
H  4.46302  2.35004  3.10899
H  4.55504  -0.16047  2.93552
H  2.50717  -1.35257  2.17751
C  -5.59103  3.41820  -3.19995
C  -5.09958  2.31211  -2.30740
C  -4.09482  2.54263  -1.37732
C  -3.61134  1.51784  -0.57629
C  -4.14084  0.24458  -0.70186
C  -5.16220  -0.00340  -1.61135
C  -5.62990  1.02606  -2.40898
S  -3.56163  -1.10502  0.30230
O  -2.79772  -1.98474  -0.54303
O  -4.73834  -1.67545  0.91888
N  -2.57527  -0.44366  1.38651
C  -3.14531  0.10442  2.53519
C  -4.46136  0.48313  2.71542
C  -4.91351  0.99498  3.94422
C  -4.08526  1.13435  5.02091
C  -2.72790  0.77033  4.88077
C  -1.80111  0.86009  5.94193
C  -0.50877  0.47487  5.74913
C  -0.11729  0.04151  4.46908
N  -0.94384  -0.02817  3.45661
C  -2.25933  0.29042  3.64187
H  -5.56791  4.37877  -2.68469
H  -6.61280  3.23473  -3.53432
H  -4.96485  3.51038  -4.09043
H  -3.67172  3.53370  -1.26282
H  -2.83329  1.72850  0.14510
H  -5.58859  -0.99547  -1.68646
H  -6.42468  0.83368  -3.12153
H  -5.17807  0.37141  1.91783
H  -5.95684  1.27532  4.02294
H  -4.44011  1.51797  5.96869
H  -2.13829  1.23079  6.90284
H  0.22534  0.51818  6.54140
H  0.90891  -0.24558  4.29012

LUMO energy (spin up / spin down) ... 2.4 / 2.4 eV
Total energy ... -4936.55924 a.u.
Relative energy (zero: lowest compared OMol25 entry of this formula, charge and spin) ... 0.398 eV
Frontier orbital gap (spin up / spin down) ... 0.240 / 0.252 Eh
Net charge ... -1
Spin multiplicity ... 2